Computed, not measured: a single C7H16O molecule at a distorted geometry, with the ωB97M-V functional and the def2-TZVPD basis.

Element x y z (Å)
O -0.4709 -0.8876 2.0563
C 0.8702 2.7493 0.2565
C 0.8334 -2.1780 -1.4828
C -1.6694 0.0337 -0.5914
C -0.2598 0.2820 -0.0924
C -0.2642 1.8972 0.7905
C 0.5246 -2.1512 -0.0038
C 0.2992 -0.5769 0.9456
H -1.6560 -0.6112 -1.4728
H 1.1930 -3.1666 -1.7970
H -2.3082 -0.4347 0.1611
H -0.3418 -2.7767 0.2307
H 1.3659 -2.5725 0.5562
H 0.4350 0.4550 -0.9127
H -1.3196 -0.4249 2.0187
H 1.3023 -0.3025 1.2645
H 0.7735 2.8920 -0.8257
H 1.6051 -1.4493 -1.7492
H 1.8456 2.2918 0.4509
H -2.1381 0.9708 -0.9041
H -1.2277 2.3736 0.5910
H -0.0579 -1.9745 -2.0837
H -0.2098 1.8152 1.8783
H 0.8756 3.7462 0.7154

The LUMO energy is 0.956 eV. The value obtained for the energy above the lowest of the compared OMol25 structures with the same formula, charge and spin is 2.151 eV. As for the largest force on an atom: 5.650 eV/Å. As for the SMILES: CC[C@H](C)[C@@H](O)CC. Its net charge is 0. The spin multiplicity is 1. The frontier orbital gap comes out at 9.50 eV.

These are the Mulliken partial charges, in e, on atoms 1 to 8: -0.560 -1.180 -1.019 -1.362 0.122 -0.568 -0.586 -0.182

---

Computed, not measured: 2 unconnected molecules or ions with the total composition C7H16O at a distorted geometry, with the ωB97M-V functional and the def2-TZVPD basis.

Element x y z (Å)
O 0.9528 2.7913 -0.1743
C -0.4678 -0.9235 -1.0013
C 0.2099 0.0198 2.2561
C 0.2164 0.4395 -1.1430
C 1.4708 0.5362 -2.0430
C 0.0657 -1.3173 1.4368
C -0.9546 -1.3037 0.4464
C -2.2172 -1.5030 0.7669
H 1.8723 -0.5223 -2.2390
H -2.5252 -1.5321 1.6869
H 1.0873 3.2243 -1.1760
H -0.7770 0.2094 2.8390
H 2.3254 1.0168 -1.6083
H -3.1259 -1.5041 -0.0312
H 0.0714 2.5607 -0.2575
H 1.2504 1.2367 -2.9296
H -0.1023 -2.1419 2.2798
H 0.3152 0.7934 -0.1201
H 1.0725 -1.5523 1.1081
H 1.1546 0.2861 2.9552
H -1.6387 -1.0752 -1.5138
H 0.1560 -1.7855 -1.5319
H 0.1085 0.8506 1.5441
H -0.5206 1.1960 -1.5504

The LUMO energy is 0.697 eV. The value obtained for the energy above the lowest of the compared OMol25 structures with the same formula, charge and spin is 4.341 eV. As for the largest force on an atom: 7.152 eV/Å. As for the SMILES: C=C(CC)CCC.O. Its net charge is 0. The spin multiplicity is 1. The frontier orbital gap comes out at 10.07 eV.

These are the Mulliken partial charges, in e, on atoms 1 to 8: -0.645 -0.611 -0.714 0.478 -1.328 -0.859 0.789 -1.086

---

Copy entry 1 word for word.
Computed, not measured: a single C7H16O molecule at a distorted geometry, with the ωB97M-V functional and the def2-TZVPD basis.

Element x y z (Å)
O -0.4709 -0.8876 2.0563
C 0.8702 2.7493 0.2565
C 0.8334 -2.1780 -1.4828
C -1.6694 0.0337 -0.5914
C -0.2598 0.2820 -0.0924
C -0.2642 1.8972 0.7905
C 0.5246 -2.1512 -0.0038
C 0.2992 -0.5769 0.9456
H -1.6560 -0.6112 -1.4728
H 1.1930 -3.1666 -1.7970
H -2.3082 -0.4347 0.1611
H -0.3418 -2.7767 0.2307
H 1.3659 -2.5725 0.5562
H 0.4350 0.4550 -0.9127
H -1.3196 -0.4249 2.0187
H 1.3023 -0.3025 1.2645
H 0.7735 2.8920 -0.8257
H 1.6051 -1.4493 -1.7492
H 1.8456 2.2918 0.4509
H -2.1381 0.9708 -0.9041
H -1.2277 2.3736 0.5910
H -0.0579 -1.9745 -2.0837
H -0.2098 1.8152 1.8783
H 0.8756 3.7462 0.7154

The LUMO energy is 0.956 eV. The value obtained for the energy above the lowest of the compared OMol25 structures with the same formula, charge and spin is 2.151 eV. As for the largest force on an atom: 5.650 eV/Å. As for the SMILES: CC[C@H](C)[C@@H](O)CC. Its net charge is 0. The spin multiplicity is 1. The frontier orbital gap comes out at 9.50 eV.

These are the Mulliken partial charges, in e, on atoms 1 to 8: -0.560 -1.180 -1.019 -1.362 0.122 -0.568 -0.586 -0.182

---

> Look up the net charge of the second one.

0